{
  "formula": "C36H51BeCl3F4N2NaO11P",
  "method": "wB97M-V/def2-TZVPD",
  "symbols": ["C", "O", "C", "C", "C", "C", "P", "C", "C", "C", "F", "C", "C", "C", "N", "O", "C", "C", "C", "C", "C", "C", "C", "C", "F", "F", "F", "H", "H", "H", "H", "H", "H", "H", "H", "H", "H", "H", "H", "H", "H", "H", "H", "H", "H", "H", "H", "H", "H", "H", "H", "H", "H", "H", "H", "H", "H", "H", "Be", "C", "Cl", "Cl", "Cl", "H", "C", "O", "C", "O", "O", "C", "H", "H", "H", "H", "H", "H", "O", "H", "C", "O", "O", "O", "H", "C", "C", "C", "C", "C", "C", "N", "O", "O", "H", "H", "H", "H", "H", "Na", "C", "C", "C", "C", "C", "C", "H", "H", "H", "H", "H", "H"],
  "xyz": [[-5.894, -6.563, 1.567], [-5.963, -5.245, 0.865], [-5.359, -5.364, -0.468], [-4.227, -4.174, -0.795], [-3.163, -4.050, 0.386], [-1.603, -3.959, 0.254], [-0.610, -2.677, -0.764], [0.800, -4.000, -0.828], [1.678, -4.114, 0.593], [1.144, -5.332, 1.587], [0.581, -4.824, 2.883], [-1.400, -3.155, -2.419], [-1.370, -4.700, -2.898], [-0.128, -5.126, -3.891], [0.718, -4.207, -4.732], [0.183, -6.450, -3.911], [-1.849, -1.237, -0.396], [-1.190, 0.021, 0.505], [-0.742, -0.174, 2.107], [-0.126, 1.073, 3.020], [0.093, 2.601, 2.413], [-0.403, 2.808, 0.833], [-1.008, 1.561, -0.041], [0.439, -1.374, -1.682], [1.273, -1.848, -2.851], [-0.322, -0.305, -2.433], [1.511, -0.776, -0.794], [-5.961, -7.482, 0.844], [-6.768, -6.703, 2.358], [-4.876, -6.693, 2.172], [-4.872, -6.404, -0.707], [-6.229, -5.224, -1.273], [-3.886, -4.387, -1.878], [-4.873, -3.170, -0.833], [-3.603, -3.246, 1.160], [-3.369, -5.049, 1.031], [-1.277, -5.096, 0.074], [-1.210, -3.794, 1.378], [0.041, -2.229, 0.448], [1.635, -3.829, -1.615], [0.482, -5.100, -1.015], [2.771, -4.494, 0.283], [1.869, -3.101, 1.128], [2.071, -6.013, 1.909], [0.407, -6.085, 1.033], [-1.026, -2.549, -3.378], [-2.531, -2.767, -2.372], [-2.362, -4.882, -3.539], [-1.406, -5.515, -2.051], [0.254, -3.304, -4.968], [1.637, -4.086, -4.256], [-2.688, -1.489, 0.387], [-2.455, -0.872, -1.325], [-0.844, -1.206, 2.659], [0.191, 0.909, 4.144], [0.568, 3.492, 3.047], [-0.279, 3.879, 0.337], [-1.335, 1.779, -1.163], [3.120, -5.136, 2.615], [-1.333, -2.834, -8.188], [-0.258, -4.235, -8.043], [-1.222, -1.814, -6.743], [-0.944, -1.899, -9.641], [-2.360, -3.196, -8.276], [-2.789, 4.827, 2.711], [-1.958, 5.824, 3.301], [-2.617, 6.697, 4.104], [-3.814, 6.688, 4.343], [-1.713, 7.583, 4.594], [-2.269, 8.569, 5.461], [-2.158, 4.184, 2.091], [-3.257, 4.208, 3.484], [-3.548, 5.287, 2.070], [-2.716, 8.100, 6.343], [-3.007, 9.179, 4.930], [-1.458, 9.223, 5.793], [-1.880, 9.241, 8.051], [-1.179, 9.163, 8.673], [2.893, 4.558, 2.386], [2.540, 4.653, 1.186], [4.132, 4.095, 2.477], [2.290, 4.818, 3.451], [4.205, 4.037, 1.502], [4.760, -3.977, -6.366], [4.419, -3.599, -5.066], [5.273, -3.900, -4.003], [6.473, -4.579, -4.255], [6.814, -4.967, -5.558], [5.950, -4.662, -6.613], [7.387, -4.877, -3.146], [7.042, -4.535, -2.005], [8.454, -5.449, -3.414], [4.093, -3.734, -7.192], [3.489, -3.066, -4.881], [4.994, -3.599, -2.996], [7.739, -5.499, -5.768], [6.207, -4.956, -7.628], [4.277, -6.404, -3.816], [2.043, 12.559, 4.707], [2.082, 11.169, 4.596], [0.937, 10.467, 4.219], [-0.244, 11.156, 3.943], [-0.282, 12.545, 4.050], [0.860, 13.247, 4.436], [2.934, 13.106, 5.004], [3.004, 10.633, 4.805], [0.966, 9.383, 4.140], [-1.134, 10.609, 3.644], [-1.202, 13.082, 3.833], [0.829, 14.330, 4.524]],
  "atomic_forces_ev_per_a": [[0.168, -0.808, 0.983], [1.129, -2.791, -0.559], [0.090, 0.863, -1.815], [-2.184, 0.316, 0.113], [-1.858, -0.960, 2.570], [-0.185, -2.164, 2.084], [-0.155, -1.681, 1.877], [2.920, -1.898, 0.265], [0.470, -1.150, -0.349], [-0.855, 0.531, -0.619], [1.175, -1.211, -2.845], [-1.746, 0.376, -2.862], [-0.693, -0.326, -1.137], [1.547, -5.289, 0.261], [-1.609, -1.265, 1.856], [-1.195, 7.648, 0.163], [-2.160, 3.497, 2.101], [0.929, 2.904, 1.393], [1.013, 3.678, -0.015], [-1.073, 0.154, -3.552], [-1.627, -3.381, -2.268], [-0.512, -3.559, 0.625], [1.106, 0.393, 2.600], [3.739, 3.289, -3.074], [-1.565, 0.783, 2.606], [2.228, -2.243, 2.363], [-3.225, -1.115, -2.735], [0.033, 1.893, 1.086], [1.747, 0.778, -1.820], [-2.009, 0.502, -1.338], [-0.844, 1.817, 0.898], [1.764, -0.304, 1.690], [-0.228, 0.286, 1.918], [1.506, -2.046, -0.086], [1.078, -1.521, -1.887], [0.606, 2.097, -1.338], [-0.538, 2.499, -0.002], [-0.871, -0.238, -2.370], [0.031, 0.043, -0.210], [-1.354, 0.047, 1.052], [0.268, 1.855, 0.107], [-2.037, 0.728, 0.698], [-0.697, -1.797, -0.806], [-2.171, 0.431, -0.774], [1.240, 1.894, 1.497], [-0.496, -1.074, 2.231], [2.351, -1.216, 0.010], [2.170, 0.269, 1.185], [0.243, 1.745, -1.768], [0.662, -0.843, 0.766], [-1.296, 0.086, -0.537], [1.606, -0.284, -1.431], [1.417, -0.059, 1.711], [0.191, 2.219, -1.402], [-0.796, 0.158, -2.639], [-0.938, -1.944, -1.471], [-0.265, -2.603, 1.189], [0.864, -0.535, 2.761], [1.648, 0.767, 1.033], [-0.039, -0.054, -0.165], [-0.192, 0.133, -0.020], [-0.047, -0.069, -0.065], [-0.098, -0.127, 0.218], [0.363, 0.129, 0.046], [-0.231, -0.201, -0.106], [-0.349, 0.536, 0.466], [-0.261, 0.322, 0.369], [1.635, -0.084, -0.433], [-0.688, -1.024, -0.817], [-0.114, 0.299, 0.377], [0.074, 0.290, 0.210], [-0.062, 0.202, -0.133], [0.012, -0.080, 0.233], [-0.004, 0.128, -0.302], [-0.044, -0.154, 0.096], [-0.053, -0.333, -0.191], [-1.261, 0.267, -0.755], [1.272, -0.187, 1.006], [-0.752, 0.506, 1.247], [-1.673, 0.346, -0.161], [1.264, -0.426, -0.221], [-0.463, -0.218, -0.999], [1.293, -0.508, 0.103], [0.035, -0.064, -0.113], [0.079, -0.235, -0.042], [-0.066, 0.018, 0.152], [-0.500, 0.035, -0.787], [0.056, -0.052, 0.011], [-0.160, 0.093, 0.313], [1.449, -0.299, 1.463], [0.296, -0.575, -1.814], [-1.782, 0.875, 0.274], [0.125, -0.042, 0.195], [0.244, 0.002, 0.010], [0.287, 0.022, -0.080], [-0.144, 0.178, 0.279], [-0.005, 0.055, 0.245], [-0.254, 0.072, -0.060], [-0.174, -0.077, -0.059], [-0.148, 0.099, -0.018], [-0.018, 0.140, -0.010], [0.187, 0.118, 0.034], [0.138, -0.083, 0.031], [0.027, -0.200, -0.023], [-0.123, -0.074, -0.038], [-0.153, 0.069, -0.026], [-0.021, 0.131, 0.002], [0.147, 0.074, 0.043], [0.136, -0.081, 0.046], [0.003, -0.135, -0.013]],
  "mulliken_charge": [-0.53, -0.31, -0.61, -0.13, -0.42, -0.17, 1.25, -0.55, -0.54, 0.02, -0.30, -0.97, -0.31, 0.44, -0.02, -0.68, -0.48, 0.40, -0.12, -0.76, -0.10, -0.54, -0.28, 0.04, -0.18, -0.32, -0.36, 0.24, 0.26, 0.22, 0.33, 0.27, -0.04, 0.19, 0.30, 0.02, 0.13, -0.04, -0.18, -0.21, 0.43, 0.37, 0.45, 0.14, 0.32, 0.21, 0.35, 0.45, 0.03, 0.09, -0.07, 0.20, 0.32, 0.29, 0.30, 0.45, 0.39, 0.22, -0.13, 0.02, -0.11, -0.08, -0.12, 0.30, -0.34, -0.21, 0.67, -0.56, -0.20, -0.75, -0.10, 0.31, 0.33, 0.42, 0.30, 0.22, -0.55, 0.26, 0.90, -0.65, -0.49, -0.66, 0.34, -0.63, -0.21, -0.63, -0.10, -0.40, -0.41, 0.99, -0.55, -0.56, 0.46, 0.59, 0.55, 0.50, 0.40, 0.95, -0.34, -0.45, -0.40, -0.29, -0.42, -0.36, 0.35, 0.36, 0.45, 0.42, 0.35, 0.35],
  "homo_energy_ev": -7.0,
  "spin_multiplicity": 1,
  "total_energy_ha": -4636.7222,
  "gap_ev": 1.4,
  "charge": 0,
  "fmax_ev_per_a": 7.7
}